[1]
{
  "formula": "C26H23Cl3FN3O5SiTa",
  "method": "ωB97M-V/def2-TZVPD",
  "symbols": ["Ta", "Cl", "Cl", "Cl", "Si", "F", "O", "O", "O", "O", "O", "N", "N", "N", "C", "C", "C", "C", "C", "C", "C", "C", "C", "C", "C", "C", "C", "C", "C", "C", "C", "C", "C", "C", "C", "C", "C", "C", "C", "C", "H", "H", "H", "H", "H", "H", "H", "H", "H", "H", "H", "H", "H", "H", "H", "H", "H", "H", "H", "H", "H", "H", "H"],
  "coordinates": [[-0.502, -0.243, -0.894], [-1.615, 1.613, 0.817], [-0.812, 3.869, -1.559], [-3.680, 2.266, -1.772], [-1.711, 2.055, -1.298], [3.659, 5.050, -1.427], [0.859, -0.260, 0.539], [2.011, -3.096, -2.308], [0.994, 0.892, -1.752], [-2.191, -0.831, -1.631], [0.355, -1.651, -1.941], [4.896, -0.223, -2.323], [-1.258, -1.489, 0.730], [-0.424, -1.592, 1.856], [-3.247, -1.588, -1.376], [-2.641, -2.958, 2.091], [4.600, 1.122, -2.086], [1.729, -0.888, 2.679], [0.658, -0.935, 1.674], [-4.240, -1.663, -2.479], [3.927, -1.121, -2.317], [7.071, 1.693, -2.146], [3.814, 0.027, 3.452], [2.805, -0.022, 2.503], [6.301, -0.614, -2.674], [2.926, 2.849, -1.679], [-2.374, -2.175, 0.845], [3.937, 3.763, -1.639], [5.274, 3.398, -1.792], [1.669, -1.707, 3.805], [3.754, -0.791, 4.571], [1.643, -1.971, -2.121], [7.254, 0.219, -1.833], [6.551, -2.102, -2.515], [5.626, 2.087, -2.015], [2.682, -1.657, 4.746], [2.220, 0.510, -1.915], [3.260, 1.505, -1.903], [-3.362, -2.218, -0.185], [2.592, -0.819, -2.102], [-5.074, -2.308, -2.218], [1.896, 3.140, -1.541], [4.187, -2.152, -2.495], [5.995, -2.711, -3.226], [7.676, 2.312, -1.484], [-4.238, -2.821, -0.005], [6.425, -0.335, -3.724], [-4.609, -0.661, -2.702], [-3.609, -3.447, 2.034], [2.838, 0.617, 1.631], [7.609, -2.281, -2.705], [4.542, -0.752, 5.312], [7.071, 0.018, -0.774], [-2.605, -2.301, 2.960], [8.273, -0.095, -2.053], [-3.755, -2.042, -3.380], [4.645, 0.708, 3.322], [2.637, -2.294, 5.619], [0.830, -2.377, 3.929], [6.330, -2.440, -1.501], [6.036, 4.164, -1.720], [-1.859, -3.703, 2.236], [7.413, 1.896, -3.166]],
  "atomic_forces_ev_per_a": [[0.10, -0.15, -0.06], [-0.07, 0.08, 0.03], [-0.02, 0.00, -0.01], [-0.02, 0.00, 0.00], [0.06, -0.03, 0.00], [0.00, 0.00, 0.00], [-0.05, -0.01, -0.02], [0.00, -0.01, 0.00], [0.02, 0.03, 0.03], [-0.03, -0.01, 0.00], [-0.01, 0.10, 0.11], [0.01, 0.01, 0.00], [0.02, 0.00, 0.04], [0.00, 0.00, -0.02], [0.00, 0.03, -0.01], [0.01, -0.01, -0.01], [0.01, -0.01, -0.01], [-0.02, 0.00, 0.00], [0.03, -0.02, 0.02], [-0.01, 0.00, 0.00], [-0.02, 0.00, 0.00], [0.00, 0.00, 0.00], [0.00, 0.00, 0.00], [0.00, 0.00, 0.00], [0.00, 0.00, 0.00], [0.01, 0.00, 0.00], [-0.02, 0.01, -0.02], [-0.01, 0.00, 0.00], [0.01, -0.01, 0.00], [0.01, 0.01, 0.00], [0.01, 0.00, 0.00], [-0.02, 0.03, -0.09], [0.00, 0.00, 0.00], [0.00, 0.00, 0.00], [-0.01, 0.02, 0.00], [-0.01, 0.00, 0.00], [-0.03, 0.00, -0.02], [-0.01, 0.00, 0.00], [0.00, 0.00, 0.01], [0.05, -0.02, 0.01], [0.00, 0.00, 0.00], [0.00, 0.00, 0.00], [0.00, 0.00, 0.00], [0.00, 0.00, 0.00], [0.00, 0.00, 0.00], [0.00, 0.00, 0.00], [0.00, 0.00, 0.00], [0.00, 0.00, 0.00], [0.00, 0.00, 0.00], [0.00, 0.00, 0.00], [0.00, 0.00, 0.00], [0.00, 0.00, 0.00], [0.00, 0.00, 0.00], [0.00, 0.00, 0.00], [0.00, 0.00, 0.00], [0.01, 0.00, 0.00], [0.00, 0.00, 0.00], [0.00, 0.00, 0.00], [0.00, 0.00, 0.00], [0.00, 0.00, 0.00], [0.00, 0.00, 0.00], [0.00, 0.00, 0.00], [0.00, 0.00, 0.00]],
  "mulliken_charge": [2.037, -0.170, -0.256, -0.233, 0.274, -0.338, -0.067, -0.666, -1.220, -0.693, -0.575, 0.248, 0.200, -0.915, 0.625, -1.422, -0.897, 0.284, 0.499, -1.309, -0.076, -1.056, -0.757, -0.302, 0.513, -0.789, 1.639, 0.125, -0.739, -0.458, -0.406, 0.109, -0.943, -1.929, 1.147, -0.655, 1.623, 0.467, -1.126, -0.029, 0.372, 0.269, 0.695, 0.542, 0.478, 0.323, 0.181, 0.279, 0.402, 0.537, 0.432, 0.397, 0.341, 0.346, 0.377, 0.338, 0.434, 0.406, 0.464, 0.405, 0.548, 0.330, 0.343],
  "total_energy_ha": -3372.1703,
  "charge": 1,
  "de_lowest_ev": 0.000,
  "largest_force_ev_per_a": 0.2,
  "gap_ev": 7.45
}

=====

[2]
{
  "formula": "C16H19IN2O3",
  "method": "ωB97M-V/def2-TZVPD",
  "symbols": ["I", "O", "O", "O", "N", "N", "C", "C", "C", "C", "C", "C", "C", "C", "C", "C", "C", "C", "C", "C", "C", "C", "H", "H", "H", "H", "H", "H", "H", "H", "H", "H", "H", "H", "H", "H", "H", "H", "H", "H", "H"],
  "coordinates": [[-1.987, -5.321, 3.928], [-0.102, -6.663, 1.575], [-1.545, 1.855, -0.106], [0.528, 1.269, -0.883], [3.171, 5.433, -2.134], [1.922, 3.813, -1.219], [-0.442, 1.055, -0.149], [-0.210, 5.293, -0.691], [-0.798, 4.186, 0.202], [-1.079, -2.670, 0.400], [-0.366, -5.405, 1.140], [-1.168, -4.555, 1.970], [-1.281, -1.230, -0.105], [-0.281, -3.463, -0.394], [-0.627, -0.192, 0.663], [1.186, -7.206, 1.392], [0.101, -4.815, -0.071], [3.076, 4.193, -1.745], [-1.477, 3.170, -0.744], [1.150, 4.962, -1.282], [-1.547, -3.231, 1.565], [1.944, 5.926, -1.766], [-1.147, 0.069, 1.577], [-0.195, 6.157, -0.060], [-0.868, 5.459, -1.540], [1.827, -6.824, 0.525], [0.090, -3.063, -1.327], [1.009, -8.268, 1.151], [1.651, 2.863, -0.875], [-2.125, -2.518, 2.127], [-2.541, 3.481, -0.899], [3.811, 3.427, -1.749], [-2.381, -1.063, -0.082], [-1.576, 4.503, 0.941], [0.643, -5.527, -0.762], [0.336, -0.575, 0.948], [1.574, 6.974, -1.765], [1.639, -7.044, 2.264], [-0.007, 3.703, 0.771], [-0.883, -1.270, -1.097], [-1.024, 3.111, -1.694]],
  "atomic_forces_ev_per_a": [[0.83, 0.67, -1.87], [-0.84, 0.94, -0.85], [0.83, -0.26, -0.05], [-1.42, -0.10, 1.47], [-0.06, 0.17, 0.52], [-2.25, -0.04, 0.76], [0.26, 0.97, -1.71], [-0.16, -1.52, 0.34], [-0.83, -0.59, -0.74], [1.11, -0.01, -0.85], [-0.45, 2.03, 0.39], [-0.83, 0.50, 0.21], [-2.81, -2.68, 0.06], [1.26, -2.54, -0.34], [1.29, 1.56, 1.49], [-0.91, -1.12, -4.52], [-0.82, -0.22, 0.26], [1.84, -1.16, -0.42], [-1.21, -0.05, 1.82], [-1.28, 0.25, 1.69], [0.47, -1.08, 0.81], [-0.45, 1.45, -0.55], [-0.26, -0.04, 0.18], [0.44, 0.89, -0.10], [-0.42, 0.29, 0.10], [-1.16, -0.02, 1.13], [0.09, -0.04, -0.14], [0.35, 0.33, 0.47], [0.26, 1.23, -0.71], [-0.41, -0.57, 0.91], [0.85, -0.46, 0.15], [1.00, -0.12, -0.52], [0.58, 0.10, -0.63], [0.79, 0.15, -0.64], [-0.51, 1.41, 0.65], [0.74, 0.21, 0.12], [0.90, -0.74, -0.50], [2.42, 0.20, 3.41], [0.10, -0.08, 0.03], [-0.17, 0.34, -0.80], [0.84, -0.27, -1.02]],
  "mulliken_charge": [-0.012, -0.364, -0.288, -0.729, -0.696, 0.174, 0.587, -0.847, -0.561, 0.231, 1.190, -0.990, -0.861, -0.527, -0.577, -0.746, -0.568, -0.187, -0.723, 0.514, -0.050, -0.541, 0.340, 0.391, 0.325, 0.318, 0.270, 0.222, 0.206, 0.428, 0.328, 0.410, 0.229, 0.399, 0.299, 0.439, 0.329, 0.331, 0.380, 0.459, 0.468],
  "total_energy_ha": -1253.9528,
  "charge": 0,
  "de_lowest_ev": 1.216,
  "largest_force_ev_per_a": 4.7,
  "gap_ev": 8.57
}

=====

[3]
{
  "formula": "C35H29F15GePdS",
  "method": "ωB97M-V/def2-TZVPD",
  "symbols": ["Pd", "Ge", "S", "F", "F", "F", "F", "F", "F", "F", "F", "F", "F", "F", "F", "F", "F", "F", "C", "C", "C", "C", "C", "C", "C", "C", "C", "C", "C", "C", "C", "C", "C", "C", "C", "C", "C", "C", "C", "C", "C", "C", "C", "C", "C", "C", "C", "C", "C", "C", "C", "C", "C", "H", "H", "H", "H", "H", "H", "H", "H", "H", "H", "H", "H", "H", "H", "H", "H", "H", "H", "H", "H", "H", "H", "H", "H", "H", "H", "H", "H", "H"],
  "coordinates": [[-0.571, 0.796, -0.872], [0.783, -2.579, 1.555], [0.076, -1.122, 0.171], [-3.945, -4.801, 1.754], [2.259, 0.687, 5.372], [-0.405, -3.922, 4.299], [-3.099, -7.244, 0.932], [1.820, -3.525, -1.103], [-0.472, -7.694, 0.456], [3.601, -2.808, 3.195], [-0.259, -3.012, 6.816], [-2.134, -2.795, 2.067], [6.415, -4.000, -0.347], [6.054, -3.397, 2.268], [4.292, -4.069, -2.040], [1.052, -0.708, 7.362], [2.097, -0.226, 2.813], [1.318, -5.712, 0.769], [0.986, -1.148, 6.113], [-1.862, 1.975, -2.439], [-0.278, 3.073, -1.168], [-4.170, 2.243, 0.659], [-2.447, 2.209, -1.165], [1.811, 4.578, -1.410], [0.962, 3.697, -0.489], [1.610, 1.575, -3.452], [-3.779, 0.146, -0.636], [-0.538, 2.495, -2.481], [-0.442, 1.551, -4.817], [0.599, 3.731, -4.370], [5.012, -3.404, 1.438], [1.864, 2.598, 0.119], [2.862, -3.438, -0.269], [0.314, 2.357, -3.749], [2.641, -3.094, 1.057], [0.311, -2.323, 5.829], [-2.653, -5.009, 1.502], [5.198, -3.717, 0.103], [-0.373, -4.186, 1.395], [3.740, -3.098, 1.894], [-2.223, -6.260, 1.089], [1.496, -0.907, 3.800], [0.025, -5.449, 0.999], [0.504, 4.601, 0.671], [4.115, -3.745, -0.760], [-1.464, 2.868, -0.392], [0.237, -2.770, 4.520], [-4.872, 2.113, -1.737], [-3.807, 1.688, -0.719], [0.819, -2.071, 3.478], [-1.723, -4.000, 1.644], [1.595, -0.434, 5.093], [-0.880, -6.486, 0.842], [0.132, 4.022, 1.517], [1.337, 2.076, 0.917], [2.090, 1.266, -4.383], [-3.511, -0.290, -1.599], [1.143, 4.392, -3.705], [-4.141, 3.335, 0.662], [1.180, 3.609, -5.286], [2.761, 3.050, 0.551], [2.581, 5.071, -0.816], [0.188, 1.465, -5.702], [-0.673, 0.541, -4.471], [-3.482, 1.869, 1.420], [1.355, 5.181, 1.028], [-5.857, 1.782, -1.405], [2.328, 2.165, -2.888], [1.198, 5.353, -1.873], [2.316, 4.010, -2.186], [-3.056, -0.176, 0.112], [-4.891, 3.199, -1.841], [1.371, 0.674, -2.884], [-1.365, 2.050, -5.118], [-1.624, 3.230, 0.609], [-0.275, 5.295, 0.349], [-2.391, 1.552, -3.276], [-5.178, 1.928, 0.929], [-4.760, -0.239, -0.344], [-0.345, 4.214, -4.630], [2.177, 1.871, -0.628], [-4.681, 1.677, -2.718]],
  "atomic_forces_ev_per_a": [[-0.39, 0.30, -0.14], [0.41, -0.81, 0.62], [-0.13, 0.24, -0.36], [-0.01, 0.00, 0.00], [0.01, 0.03, 0.00], [-0.07, -0.04, 0.06], [-0.05, -0.05, 0.01], [0.06, 0.02, -0.10], [0.00, -0.01, 0.00], [0.14, -0.01, 0.04], [-0.02, -0.01, 0.04], [-0.16, -0.08, 0.01], [0.05, -0.03, -0.03], [0.02, 0.01, 0.01], [0.02, -0.02, -0.01], [0.03, 0.03, 0.09], [0.07, 0.11, 0.13], [-0.01, -0.10, -0.04], [-0.03, -0.07, -0.10], [-0.05, 0.20, 0.20], [0.37, -0.10, 0.32], [0.09, 0.04, -0.09], [-0.10, -0.59, 0.08], [-0.12, -0.01, 0.01], [0.08, 0.00, 0.00], [-0.14, 0.21, -0.05], [-0.04, 0.29, -0.02], [0.13, -0.18, -0.06], [-0.01, 0.02, 0.12], [-0.05, 0.01, 0.03], [0.01, 0.01, 0.03], [-0.09, 0.21, -0.06], [-0.01, -0.04, 0.20], [0.15, -0.10, 0.07], [-0.33, 0.10, -0.10], [0.00, 0.00, -0.03], [-0.04, 0.04, -0.01], [-0.06, 0.02, 0.05], [0.10, 0.31, -0.05], [-0.15, 0.02, -0.10], [0.08, 0.03, -0.01], [-0.12, -0.11, -0.09], [-0.05, 0.14, 0.08], [-0.04, -0.05, -0.08], [-0.03, 0.03, -0.01], [-0.14, 0.13, -0.12], [0.13, 0.11, -0.09], [0.08, 0.11, 0.01], [0.01, -0.02, 0.02], [-0.09, 0.12, -0.40], [0.20, 0.01, 0.00], [-0.01, 0.03, -0.03], [0.02, 0.02, -0.01], [-0.05, 0.00, 0.00], [0.01, -0.11, -0.02], [0.00, 0.08, -0.02], [0.03, -0.06, 0.00], [-0.05, -0.04, -0.13], [-0.03, 0.00, 0.04], [0.00, -0.01, -0.01], [-0.04, 0.03, -0.02], [0.01, -0.01, 0.02], [0.01, 0.00, 0.00], [-0.03, -0.01, -0.02], [-0.01, 0.04, 0.03], [0.00, 0.00, 0.03], [-0.01, -0.02, -0.01], [0.03, -0.05, 0.08], [0.06, 0.03, -0.02], [0.00, 0.02, 0.01], [0.07, -0.11, 0.01], [-0.05, 0.00, -0.04], [0.09, -0.05, 0.01], [-0.01, -0.04, -0.01], [0.09, -0.11, 0.06], [0.03, 0.04, 0.03], [0.10, -0.20, 0.03], [0.00, -0.01, 0.03], [-0.01, 0.08, -0.04], [0.02, 0.04, -0.03], [0.02, -0.05, -0.02], [-0.01, 0.01, -0.01]],
  "mulliken_charge": [0.633, 0.673, -0.185, -0.298, -0.300, -0.262, -0.300, -0.342, -0.295, -0.261, -0.294, -0.372, -0.299, -0.294, -0.299, -0.300, -0.378, -0.263, 0.706, 0.318, -0.011, -2.008, -0.246, -2.178, 2.557, -1.435, -1.829, -0.219, -2.221, -1.694, 0.108, -2.094, 0.413, 1.760, -0.586, 0.059, 0.078, 0.628, -0.842, 0.617, 0.681, 0.421, 0.633, -2.020, 0.087, -0.100, 0.577, -1.771, 1.726, -0.470, 0.627, 0.062, 0.041, 0.342, 0.324, 0.461, 0.231, 0.174, 0.420, 0.480, 0.552, 0.585, 0.466, 0.356, 0.300, 0.463, 0.457, 0.151, 0.421, 0.252, 0.260, 0.382, 0.254, 0.404, 0.559, 0.402, 0.603, 0.447, 0.513, 0.385, 0.103, 0.318],
  "total_energy_ha": -5451.9918,
  "charge": 0,
  "de_lowest_ev": 0.913,
  "largest_force_ev_per_a": 1.1,
  "multiplicity": 3,
  "gap_ev": [8.18, 7.10]
}